ORCA calculation (ωB97M-V/def2-TZVPD) on a molecular structure, C41H83ClGaN4O4.

Results
Net charge: -1
E_tot (a.u.): -4516.69515
HOMO level (alpha / beta) (hartree): -0.1527 / -0.1527
Spin multiplicity: 5

Element x y z (Å)
C (6.959, -2.929, -0.861)
C (7.533, -3.257, 0.303)
Ga (9.485, -3.002, 0.830)
C (10.555, -3.383, -0.874)
C (11.787, -2.544, -1.211)
C (13.040, -2.860, -0.419)
Cl (12.980, -2.405, 1.317)
H (7.320, -2.122, -1.498)
H (6.065, -3.452, -1.211)
H (6.897, -3.820, 0.994)
H (9.792, -1.533, 1.439)
H (9.783, -4.115, 1.975)
H (10.846, -4.440, -0.896)
H (9.828, -3.242, -1.680)
H (12.103, -2.739, -2.251)
H (11.570, -1.473, -1.161)
H (13.902, -2.335, -0.829)
H (13.246, -3.929, -0.452)
C (3.193, 0.314, 3.130)
C (3.575, -0.206, 1.732)
C (3.075, 0.753, 0.644)
C (1.562, 0.720, 0.446)
C (1.064, -0.700, 0.211)
C (1.506, -1.689, 1.295)
N (2.994, -1.568, 1.470)
O (3.637, -2.201, 0.558)
C (0.747, -1.450, 2.603)
C (1.205, -3.112, 0.844)
C (5.097, -0.313, 1.693)
H (3.124, -0.506, 3.846)
H (3.974, 0.991, 3.474)
H (2.256, 0.868, 3.144)
H (3.569, 0.485, -0.295)
H (3.406, 1.764, 0.900)
H (1.046, 1.169, 1.300)
H (1.290, 1.333, -0.416)
H (-0.028, -0.719, 0.148)
H (1.443, -1.053, -0.753)
H (1.163, -2.063, 3.405)
H (-0.293, -1.743, 2.452)
H (0.748, -0.413, 2.925)
H (1.656, -3.325, -0.119)
H (0.124, -3.242, 0.758)
H (1.579, -3.851, 1.555)
H (5.466, -1.017, 2.439)
H (5.504, 0.674, 1.923)
H (5.496, -0.623, 0.731)
C (1.941, -4.750, -4.894)
C (1.116, -4.078, -3.786)
C (0.506, -5.123, -2.842)
C (-0.648, -5.907, -3.461)
C (-1.716, -4.973, -4.022)
C (-1.158, -3.936, -5.005)
N (0.000, -3.241, -4.352)
O (-0.368, -2.295, -3.574)
C (-0.758, -4.595, -6.328)
C (-2.220, -2.888, -5.326)
C (2.049, -3.163, -3.006)
H (1.999, -4.117, -5.780)
H (2.955, -4.903, -4.527)
H (1.557, -5.724, -5.189)
H (0.149, -4.607, -1.945)
H (1.305, -5.797, -2.524)
H (-0.282, -6.581, -4.241)
H (-1.096, -6.545, -2.696)
H (-2.497, -5.543, -4.533)
H (-2.196, -4.439, -3.196)
H (-0.234, -3.884, -6.968)
H (-1.668, -4.909, -6.842)
H (-0.134, -5.474, -6.209)
H (-2.616, -2.429, -4.424)
H (-3.036, -3.376, -5.863)
H (-1.806, -2.102, -5.959)
H (2.453, -2.375, -3.643)
H (2.882, -3.748, -2.616)
H (1.538, -2.695, -2.171)
C (-4.533, 4.293, -0.897)
C (-3.035, 4.212, -0.559)
C (-2.257, 5.351, -1.228)
C (-2.097, 5.179, -2.736)
C (-1.499, 3.817, -3.078)
C (-2.273, 2.643, -2.467)
N (-2.440, 2.903, -0.996)
O (-1.406, 2.574, -0.322)
C (-3.620, 2.448, -3.168)
C (-1.485, 1.346, -2.634)
C (-2.909, 4.308, 0.957)
H (-5.004, 3.312, -0.827)
H (-5.019, 4.947, -0.172)
H (-4.731, 4.702, -1.886)
H (-1.265, 5.404, -0.768)
H (-2.767, 6.290, -0.999)
H (-3.056, 5.313, -3.244)
H (-1.440, 5.964, -3.117)
H (-1.462, 3.674, -4.161)
H (-0.468, 3.775, -2.715)
H (-4.223, 1.709, -2.640)
H (-3.430, 2.075, -4.174)
H (-4.201, 3.360, -3.265)
H (-0.479, 1.428, -2.232)
H (-1.418, 1.112, -3.698)
H (-1.986, 0.518, -2.131)
H (-3.417, 3.474, 1.442)
H (-3.388, 5.228, 1.292)
H (-1.871, 4.314, 1.280)
C (-4.653, 2.546, 6.341)
C (-5.082, 3.801, 5.564)
C (-6.383, 4.383, 6.130)
C (-7.619, 3.549, 5.802)
C (-7.731, 3.290, 4.302)
C (-6.466, 2.668, 3.699)
N (-5.289, 3.508, 4.105)
O (-5.136, 4.536, 3.362)
C (-6.306, 1.210, 4.138)
C (-6.547, 2.673, 2.176)
C (-3.955, 4.822, 5.683)
H (-4.039, 1.892, 5.721)
H (-4.053, 2.852, 7.198)
H (-5.492, 1.971, 6.726)
H (-6.514, 5.391, 5.724)
H (-6.266, 4.487, 7.212)
H (-7.604, 2.605, 6.353)
H (-8.509, 4.084, 6.141)
H (-8.573, 2.627, 4.089)
H (-7.929, 4.235, 3.788)
H (-5.337, 0.819, 3.825)
H (-7.083, 0.620, 3.653)
H (-6.408, 1.060, 5.208)
H (-6.741, 3.668, 1.785)
H (-7.357, 2.009, 1.870)
H (-5.616, 2.308, 1.739)
H (-3.039, 4.441, 5.230)
H (-3.770, 5.008, 6.742)
H (-4.211, 5.762, 5.201)

=====

ORCA calculation (ωB97M-V/def2-TZVPD) on a molecular structure, C41H84BrGaNO9.

Results
Net charge: -1
E_tot (a.u.): -6843.14669
HOMO level (hartree): -0.1618

Element x y z (Å)
C (4.214, 1.903, 6.127)
C (4.787, 0.501, 5.851)
C (3.892, -0.666, 6.240)
Br (4.055, -1.037, 8.187)
Ga (1.937, -0.579, 5.603)
C (0.744, 0.644, 6.799)
C (-0.031, 1.491, 5.895)
N (0.337, 2.653, 5.490)
H (3.152, 1.897, 6.353)
H (4.329, 2.527, 5.239)
H (4.738, 2.419, 6.931)
H (5.738, 0.424, 6.386)
H (4.991, 0.409, 4.784)
H (4.315, -1.557, 5.777)
H (1.952, -0.044, 4.105)
H (1.287, -2.057, 5.708)
H (1.352, 1.258, 7.464)
H (0.088, 0.030, 7.415)
H (-0.972, 1.062, 5.525)
H (-0.354, 3.012, 4.834)
C (-0.784, 2.318, 0.859)
C (0.606, 2.065, 0.281)
C (1.307, 1.401, 1.459)
O (0.306, 0.691, 2.181)
C (-0.985, 1.083, 1.722)
H (-1.560, 2.435, 0.103)
H (-0.773, 3.214, 1.485)
H (0.541, 1.369, -0.561)
H (1.116, 2.964, -0.063)
H (1.756, 2.140, 2.131)
H (2.083, 0.703, 1.148)
H (-1.408, 0.255, 1.135)
H (-1.635, 1.268, 2.580)
C (5.929, 1.801, -1.893)
C (5.689, 0.534, -1.077)
C (4.414, 0.885, -0.325)
O (3.676, 1.772, -1.178)
C (4.505, 2.206, -2.252)
H (6.559, 1.648, -2.770)
H (6.393, 2.568, -1.269)
H (5.513, -0.314, -1.743)
H (6.513, 0.277, -0.412)
H (4.633, 1.410, 0.610)
H (3.806, 0.012, -0.095)
H (4.173, 1.710, -3.172)
H (4.390, 3.284, -2.380)
C (8.328, -3.046, -2.871)
C (8.076, -4.309, -2.058)
C (6.800, -3.949, -1.311)
O (6.069, -3.060, -2.162)
C (6.910, -2.630, -3.235)
H (8.959, -3.206, -3.744)
H (8.796, -2.281, -2.245)
H (7.897, -5.147, -2.730)
H (8.896, -4.573, -1.390)
H (7.017, -3.429, -0.371)
H (6.179, -4.818, -1.088)
H (6.573, -3.125, -4.153)
H (6.808, -1.550, -3.363)
C (-6.179, 2.534, 4.230)
C (-6.124, 2.125, 2.764)
C (-4.835, 2.792, 2.305)
O (-3.967, 2.828, 3.442)
C (-4.707, 2.490, 4.618)
H (-6.797, 1.883, 4.847)
H (-6.563, 3.554, 4.318)
H (-6.033, 1.039, 2.682)
H (-6.992, 2.442, 2.187)
H (-5.014, 3.824, 1.980)
H (-4.346, 2.250, 1.494)
H (-4.408, 1.487, 4.939)
H (-4.454, 3.195, 5.411)
C (-3.255, 4.046, -3.706)
C (-1.868, 3.795, -4.293)
C (-1.157, 3.125, -3.124)
O (-2.161, 2.409, -2.402)
C (-3.456, 2.802, -2.851)
H (-4.035, 4.174, -4.455)
H (-3.237, 4.938, -3.075)
H (-1.939, 3.106, -5.138)
H (-1.363, 4.698, -4.631)
H (-0.706, 3.864, -2.454)
H (-0.379, 2.428, -3.440)
H (-3.886, 1.982, -3.438)
H (-4.096, 2.980, -1.985)
C (-10.553, 5.574, 0.976)
C (-11.174, 4.574, 1.948)
C (-10.186, 3.418, 1.872)
O (-8.908, 3.997, 1.602)
C (-9.066, 5.368, 1.232)
H (-10.870, 6.603, 1.140)
H (-10.800, 5.301, -0.052)
H (-11.188, 4.993, 2.956)
H (-12.189, 4.279, 1.687)
H (-10.438, 2.732, 1.056)
H (-10.131, 2.845, 2.799)
H (-8.715, 5.994, 2.059)
H (-8.450, 5.575, 0.357)
C (0.193, -2.375, -1.099)
C (-1.276, -2.480, -1.498)
C (-1.793, -3.521, -0.515)
O (-1.015, -3.377, 0.676)
C (0.109, -2.526, 0.414)
H (0.664, -1.440, -1.402)
H (0.763, -3.201, -1.533)
H (-1.775, -1.522, -1.327)
H (-1.434, -2.766, -2.538)
H (-1.652, -4.538, -0.905)
H (-2.845, -3.380, -0.277)
H (-0.067, -1.564, 0.903)
H (1.008, -2.965, 0.847)
C (-6.457, -1.043, -1.745)
C (-7.090, -2.050, -0.790)
C (-6.138, -3.233, -0.913)
O (-4.849, -2.685, -1.190)
C (-4.973, -1.298, -1.521)
H (-6.741, -0.010, -1.547)
H (-6.731, -1.281, -2.776)
H (-7.075, -1.659, 0.230)
H (-8.119, -2.309, -1.040)
H (-6.424, -3.890, -1.743)
H (-6.084, -3.830, -0.002)
H (-4.589, -0.705, -0.685)
H (-4.365, -1.086, -2.402)
C (8.738, -6.324, -7.264)
C (8.188, -7.620, -6.673)
C (8.330, -7.361, -5.180)
O (8.176, -5.952, -4.999)
C (8.231, -5.292, -6.266)
H (8.402, -6.127, -8.281)
H (9.830, -6.346, -7.264)
H (7.135, -7.734, -6.938)
H (8.720, -8.512, -6.999)
H (9.321, -7.653, -4.817)
H (7.578, -7.882, -4.585)
H (7.223, -4.951, -6.524)
H (8.882, -4.420, -6.187)